162
Properties=species:S:1:pos:R:3:mulliken_charge:R:1 method="wB97M-V/def2-TZVPD" smiles=COC[C@H](C)N.COC[C@H](C)N.COC[C@H](C)N.COC[C@H](C)N.COC[C@H](C)N.COC[C@H](C)N.COC[C@H](C)N.COC[C@H](C)N.COC[C@H](C)N.O.O.O e_lumo_ev=0.62 charge=0 e_above_lowest_kj_mol=626.7
O 3.084 -2.595 0.421 -0.8172
H 2.524 -2.811 1.212 0.2172
H 3.939 -2.224 0.759 0.4484
O -3.655 0.645 2.908 -0.7553
H -3.019 1.398 2.918 0.4375
H -3.994 0.608 1.991 0.1501
O -2.733 -3.080 -0.620 -0.7618
H -1.892 -3.340 -1.012 0.3026
H -2.492 -2.468 0.097 0.3146
C -5.751 0.649 -1.946 -1.5955
C -4.960 0.973 -0.667 1.7452
C -5.419 2.286 -0.048 -0.8744
O -4.829 3.343 -0.791 -0.2852
C -5.339 4.584 -0.392 -0.8555
N -5.074 -0.129 0.298 -0.6221
H -5.509 -0.361 -2.266 0.4881
H -5.560 1.383 -2.732 0.1497
H -6.809 0.776 -1.703 0.4697
H -3.885 1.113 -0.826 -0.7195
H -5.101 2.452 0.986 0.3135
H -6.517 2.259 -0.044 0.5523
H -6.411 4.684 -0.583 0.3307
H -4.881 5.392 -0.969 0.2770
H -5.103 4.876 0.639 0.2753
H -4.563 -0.952 0.001 0.1494
H -6.046 -0.405 0.384 0.2245
C -1.410 5.289 1.282 -1.8026
C -1.239 3.907 1.906 2.2021
C -0.645 3.941 3.277 -0.5018
O 0.648 4.533 3.334 -0.3231
C 1.553 4.152 4.338 -0.6339
N -2.542 3.227 1.960 0.0123
H -2.154 5.961 1.721 0.4446
H -1.628 5.165 0.219 0.4144
H -0.519 5.923 1.372 0.3479
H -0.524 3.343 1.298 -1.3416
H -0.479 2.906 3.615 0.0616
H -1.243 4.443 4.053 0.3826
H 2.521 3.898 3.915 0.0973
H 1.180 3.312 4.936 0.3191
H 1.624 4.974 5.055 0.2962
H -2.875 3.035 1.020 0.0540
H -3.205 3.898 2.337 0.3104
C -4.396 0.659 -6.859 -1.6893
C -4.662 1.439 -5.567 0.6098
C -3.499 1.282 -4.624 -0.7368
O -3.435 -0.042 -4.114 -0.4385
C -2.335 -0.108 -3.218 -0.4009
N -4.890 2.865 -5.883 -0.6590
H -4.407 -0.429 -6.762 0.3460
H -3.381 0.884 -7.204 0.3707
H -5.157 0.907 -7.600 0.4669
H -5.597 1.001 -5.207 0.2877
H -3.585 1.990 -3.788 0.2032
H -2.565 1.554 -5.138 0.4029
H -2.468 0.637 -2.426 0.0170
H -1.379 0.066 -3.715 0.4301
H -2.354 -1.064 -2.702 0.2825
H -5.890 3.017 -5.865 0.2952
H -4.584 3.055 -6.830 0.2583
C 1.929 -6.045 -0.626 -1.4969
C 1.873 -5.613 0.835 1.1624
C 0.491 -5.196 1.300 -0.0519
O 0.604 -4.832 2.677 -0.4562
C -0.684 -4.523 3.207 -1.0167
N 2.410 -6.680 1.706 -0.8475
H 2.970 -6.136 -0.941 0.4127
H 1.528 -5.198 -1.194 0.2214
H 1.389 -6.961 -0.850 0.3005
H 2.564 -4.774 0.995 0.0240
H -0.257 -5.992 1.229 0.7011
H 0.214 -4.317 0.708 -0.2929
H -1.329 -3.880 2.608 0.3828
H -0.633 -4.115 4.215 0.0211
H -1.147 -5.509 3.324 0.5225
H 3.418 -6.642 1.636 0.3138
H 2.118 -6.528 2.663 0.3162
C 2.929 -2.627 -3.864 -1.5759
C 1.581 -2.953 -3.204 0.6233
C 0.579 -3.545 -4.168 -0.9040
O 1.058 -4.721 -4.795 -0.3612
C 0.063 -5.337 -5.577 -0.7825
N 1.677 -3.799 -2.020 0.1927
H 3.395 -3.591 -4.071 0.3511
H 3.590 -1.983 -3.287 0.3067
H 2.737 -2.101 -4.804 0.4013
H 1.109 -2.022 -2.879 0.1254
H 0.206 -2.783 -4.861 0.5129
H -0.326 -3.802 -3.602 0.3202
H -0.854 -5.491 -4.996 0.3201
H 0.476 -6.329 -5.774 0.2753
H -0.191 -4.895 -6.545 0.2809
H 2.017 -3.354 -1.168 -0.1626
H 2.113 -4.692 -2.183 0.2186
C 2.823 5.667 -1.455 -1.6444
C 1.711 4.873 -0.791 0.6091
C 1.584 3.508 -1.433 0.3205
O 1.101 3.679 -2.739 -0.4954
C 0.980 2.527 -3.537 -0.4549
N 2.110 4.684 0.625 -0.0465
H 2.556 5.773 -2.511 0.3796
H 3.734 5.064 -1.468 0.3063
H 2.976 6.662 -1.044 0.4439
H 0.764 5.415 -0.864 0.1311
H 0.882 2.888 -0.857 -0.2895
H 2.535 2.958 -1.421 0.0830
H 0.340 1.794 -3.031 0.0076
H 1.983 2.102 -3.689 0.3116
H 0.614 2.826 -4.516 0.3308
H 2.365 5.587 1.004 0.2994
H 1.338 4.317 1.166 -0.4665
C 5.937 -0.004 -0.475 -1.1789
C 6.278 -0.213 1.007 0.1316
C 6.356 1.094 1.824 -0.7748
O 5.092 1.635 2.191 -0.3138
C 4.571 2.743 1.443 -0.9411
N 5.222 -1.110 1.520 -0.3687
H 4.978 0.508 -0.568 0.0423
H 5.924 -0.972 -0.967 0.3575
H 6.690 0.648 -0.928 0.4502
H 7.229 -0.742 1.113 0.5113
H 6.977 1.807 1.269 0.3691
H 6.823 0.965 2.805 0.3892
H 5.256 3.581 1.297 0.3542
H 3.793 3.099 2.114 -0.0910
H 4.160 2.345 0.519 0.2019
H 4.522 -0.429 1.838 -0.0936
H 5.525 -1.512 2.409 0.2803
C -0.432 -0.580 -0.146 -0.2464
C -0.337 -0.826 1.351 1.7956
C 0.047 0.366 2.223 -0.0584
O 1.422 0.673 2.322 -0.5629
C 2.094 0.968 1.112 2.9557
N -1.657 -1.333 1.802 -0.0524
H -0.393 -1.533 -0.676 -0.4553
H 0.416 -0.008 -0.519 0.4053
H -1.385 -0.158 -0.470 -0.6451
H 0.240 -1.732 1.552 0.3194
H -0.187 0.123 3.262 0.0878
H -0.555 1.260 2.002 -0.1750
H 3.023 1.479 1.342 -2.2547
H 1.440 1.641 0.548 -0.1621
H 2.350 0.073 0.537 0.1249
H -1.571 -1.793 2.702 -0.1742
H -2.288 -0.563 2.013 0.2071
C 2.345 -1.211 4.288 -1.2122
C 1.525 -2.455 4.044 0.3490
C 0.282 -2.513 4.929 -1.0720
O -0.727 -1.680 4.333 0.3467
C -1.793 -1.481 5.227 -1.0164
N 1.250 -2.708 2.635 -0.4463
H 3.251 -1.244 3.690 0.0620
H 2.667 -1.094 5.329 0.5580
H 1.795 -0.273 4.183 0.0314
H 2.136 -3.289 4.422 0.6233
H 0.534 -2.351 5.984 0.5677
H -0.181 -3.511 4.944 0.2525
H -2.106 -2.420 5.714 0.3124
H -2.689 -1.199 4.669 0.2459
H -1.570 -0.811 6.062 0.2599
H 0.511 -3.411 2.568 -0.0763
H 0.716 -1.886 2.332 -0.3490